DFT (wB97M-V/def2-TZVPD) results for a 2-piece molecular cluster, C4H9N overall in a non-equilibrium geometry.

Results
E_tot: -5781.05802 eV
E_HOMO: -0.3014 Eh
SMILES: C=CN.C=C
E_LUMO: 1.06 eV
ΔE to the lowest compared entry with this formula, charge and spin: 2.754 eV
Kohn-Sham gap: 9.3 eV

Structure (ORCA input):
```
! wB97M-V def2-TZVPD RIJCOSX def2/J DEFGRID3
* xyz 0 1
C 2.4716 -0.3346 0.8919
C 2.2717 0.5503 -0.0752
N 1.0976 1.0661 -0.3927
H 1.6619 -0.2550 1.6595
H 3.2829 -1.0519 0.9634
H 3.1245 0.8334 -0.7474
H 0.7966 0.8070 -1.3570
H 0.4741 1.1296 0.3820
C -1.9791 -0.7444 -0.5481
C -3.0760 -0.3939 0.1413
H -2.0426 -1.0878 -1.5796
H -1.0852 -0.4797 0.0358
H -4.1119 -0.3593 -0.2715
H -2.8861 0.3202 0.8975
*
```

DFT (wB97M-V/def2-TZVPD) results for one molecule with the formula C3H3ClN2OS in a non-equilibrium geometry.

Results
E_tot: -31543.54089 eV
E_HOMO: -0.3275 Eh
SMILES: O=C1NC(=S)N[C@H]1Cl
E_LUMO: -0.46 eV
ΔE to the lowest compared entry with this formula, charge and spin: 0.993 eV
Kohn-Sham gap: 8.5 eV

Structure (ORCA input):
```
! wB97M-V def2-TZVPD RIJCOSX def2/J DEFGRID3
* xyz 0 1
O -2.0889 2.1135 0.9779
C -1.5136 1.4851 0.1102
N -0.1449 1.6383 0.1029
C 0.3431 0.5733 -0.6340
S 2.1113 0.4639 -0.5324
N -0.6653 -0.1472 -1.2809
C -1.9614 0.2310 -0.8087
Cl -3.1108 -0.9712 -0.1796
H 0.4266 2.0155 0.7448
H -0.5982 -0.7334 -1.9962
H -2.6572 0.4669 -1.8251
*
```

DFT (wB97M-V/def2-TZVPD) results for one molecule with the formula C7H13NO2 in a non-equilibrium geometry.

Results
E_tot: -13049.49200 eV
E_HOMO: -0.3583 Eh
SMILES: C[C@]1(N)CCC[C@H]1C(=O)O
E_LUMO: 0.53 eV
ΔE to the lowest compared entry with this formula, charge and spin: 6.437 eV
Kohn-Sham gap: 10.3 eV

Structure (ORCA input):
```
! wB97M-V def2-TZVPD RIJCOSX def2/J DEFGRID3
* xyz 0 1
C -0.3813 1.9271 -0.8722
C 0.0745 0.6940 -0.1632
N -0.3213 0.9179 1.2123
C 1.5504 0.1926 -0.4140
C 1.6954 -1.2237 0.0601
C 0.2347 -1.9214 0.0363
C -0.6678 -0.6584 -0.4623
C -2.2832 -0.4726 -0.1846
O -3.1663 -0.9023 -0.8889
O -2.4755 -0.0542 1.1349
H -1.6739 1.8052 -0.8713
H -0.0389 2.8945 -0.1587
H 0.0141 2.2016 -1.9446
H 0.1255 1.7712 1.8080
H 0.0284 0.0521 1.6854
H 2.2395 0.6940 0.0781
H 1.6993 0.4098 -1.3785
H 2.3814 -2.1638 -0.1736
H 2.4390 -0.6945 1.0091
H 0.1713 -2.2569 1.1224
H 0.4835 -2.8441 -0.5653
H -0.5889 -0.4767 -1.6066
H -1.5400 0.1089 1.5375
*
```

DFT (wB97M-V/def2-TZVPD) results for one molecule with the formula C6H8S2 in a non-equilibrium geometry.

Results
E_tot: -28020.67174 eV
E_HOMO: -0.3027 Eh
SMILES: C=C1SCCSC1=C
E_LUMO: 0.75 eV
ΔE to the lowest compared entry with this formula, charge and spin: 1.371 eV
Kohn-Sham gap: 9.0 eV

Structure (ORCA input):
```
! wB97M-V def2-TZVPD RIJCOSX def2/J DEFGRID3
* xyz 0 1
C 0.2317 2.1954 -0.9267
C -0.0660 1.0854 -0.2259
S -1.7142 0.7406 0.3445
C -1.6433 -1.0710 0.5071
C -0.8000 -1.7659 -0.5567
S 0.9631 -1.4839 -0.3044
C 1.0398 0.1448 0.2048
C 2.0659 0.5503 0.9572
H -0.4122 3.0196 -1.2836
H 1.2518 2.3330 -1.1324
H -1.2774 -1.3531 1.5540
H -2.6344 -1.5525 0.4050
H -1.0356 -1.3465 -1.5934
H -0.9313 -2.8556 -0.5229
H 2.1191 1.5246 1.4195
H 2.8430 -0.1652 1.1539
*
```

DFT (wB97M-V/def2-TZVPD) results for CH4INO2S as an isolated structure in a non-equilibrium geometry.

Results
E_tot: -25621.15314 eV
E_HOMO: -0.3512 Eh
E_LUMO: 0.18 eV
ΔE to the lowest compared entry with this formula, charge and spin: 0.677 eV
Kohn-Sham gap: 9.7 eV

Structure (ORCA input):
```
! wB97M-V def2-TZVPD RIJCOSX def2/J DEFGRID3
* xyz 0 1
C 1.1008 0.9027 -0.3127
N -1.6219 -0.3930 -0.4649
O -0.2920 -0.2967 1.7421
O 0.4624 -1.8025 -0.0225
S -0.1577 -0.5828 0.3466
I 2.8306 0.5204 0.7542
H 1.3368 1.0820 -1.3579
H 0.5656 1.6402 0.0443
H -2.0231 -1.2323 -0.8171
H -2.2016 0.1619 0.0880
*
```

DFT (wB97M-V/def2-TZVPD) results for C19H16BeNOPS3Sb as an isolated structure in a non-equilibrium geometry.

Results
E_tot: -72236.16004 eV
E_HOMO (alpha / beta): -0.2917 / -0.2852 Eh
E_LUMO (alpha / beta): -0.65 / -1.93 eV
Kohn-Sham gap (alpha / beta): 7.3 / 5.8 eV
⟨S²⟩: 0.758

Structure (ORCA input):
```
! wB97M-V def2-TZVPD RIJCOSX def2/J DEFGRID3
* xyz 0 2
Be -0.2634 0.2960 -2.4376
O 1.5981 -0.7562 -4.0694
N 1.3333 -0.4022 -2.7822
C 2.3715 -0.4881 -2.0329
C 2.5156 -0.2254 -0.6212
C 3.8207 -0.3083 -0.1095
C 4.1001 -0.0704 1.2207
C 3.0718 0.2608 2.0908
C 1.7757 0.3456 1.6144
C 1.4803 0.0993 0.2749
P -0.2428 0.1825 -0.2719
C -0.9397 1.4747 0.7884
C -1.8120 1.2389 1.8450
C -2.2518 2.3054 2.6102
C -1.8263 3.5929 2.3237
C -0.9882 3.8298 1.2442
C -0.5479 2.7738 0.4713
C -0.9703 -1.3693 0.2866
C -2.3262 -1.5356 0.0088
C -2.9446 -2.7375 0.2846
C -2.2131 -3.7772 0.8363
C -0.8663 -3.6123 1.1165
C -0.2373 -2.4106 0.8416
H 0.8288 -0.5228 -4.6542
H 3.2832 -0.7971 -2.5463
H 4.6313 -0.5698 -0.7734
H 5.1167 -0.1426 1.5793
H 3.2825 0.4388 3.1346
H 0.9720 0.6113 2.2879
H -2.1399 0.2310 2.0622
H -2.9244 2.1282 3.4361
H -2.1533 4.4179 2.9382
H -0.6832 4.8376 1.0066
H 0.0827 2.9336 -0.3925
H -2.8786 -0.7205 -0.4376
H -3.9892 -2.8713 0.0510
H -2.6917 -4.7234 1.0354
H -0.2976 -4.4285 1.5365
H 0.8142 -2.2791 1.0550
S -0.5944 0.2273 -6.0439
Sb -2.1123 1.1585 -4.4788
S -1.8303 -0.8437 -3.1435
S -0.3522 2.2059 -3.1866
*
```